[1]
{"formula": "C18H33BiN5O6", "method": "the ωB97M-V functional and the def2-TZVPD basis", "species": ["O", "H", "Bi", "N", "N", "N", "N", "O", "O", "O", "O", "C", "C", "C", "C", "C", "H", "H", "H", "C", "H", "H", "H", "C", "C", "H", "H", "H", "H", "H", "H", "H", "H", "C", "H", "H", "H", "O", "H", "H", "C", "N", "C", "C", "C", "C", "C", "C", "C", "C", "H", "H", "H", "H", "H", "H", "H", "H", "H", "H", "H", "H", "H"], "positions_angstrom": [[2.810, -4.128, -2.921], [3.274, -3.278, -2.769], [1.140, -0.385, 0.129], [-0.025, -2.021, -0.618], [0.742, 0.397, -1.872], [1.702, -0.999, 2.167], [2.071, 1.471, 0.928], [-0.598, -2.855, 0.185], [1.456, -2.316, 2.686], [2.296, 2.633, 0.156], [1.148, 1.596, -2.254], [0.322, -0.672, -2.652], [-0.102, -1.909, -1.992], [2.166, 0.013, 2.909], [2.334, 1.378, 2.231], [-0.627, -3.140, -2.601], [0.031, -3.967, -2.308], [-0.641, -2.991, -3.672], [-1.628, -3.282, -2.178], [0.316, -0.379, -4.089], [1.348, -0.150, -4.384], [-0.314, 0.507, -4.233], [-0.071, -1.257, -4.597], [2.266, -0.152, 4.375], [2.740, 2.568, 3.010], [2.359, -1.225, 4.560], [1.369, 0.257, 4.855], [3.159, 0.408, 4.646], [2.503, 3.447, 2.407], [3.816, 2.449, 3.148], [2.200, 2.543, 3.959], [1.389, -2.913, 1.893], [1.999, 2.362, -0.780], [3.361, -0.752, -0.639], [3.877, -1.634, -1.108], [3.681, -0.524, 0.393], [3.352, 0.156, -1.274], [2.398, -4.993, 0.656], [2.498, -5.188, -0.317], [2.686, -4.076, 0.738], [-4.596, 1.300, -0.526], [-3.438, 0.815, -1.315], [-3.785, 0.782, -2.758], [-2.082, 1.488, -1.085], [-1.764, 1.596, 0.386], [-2.493, 2.565, 1.098], [-2.437, 2.642, 2.482], [-1.588, 1.768, 3.172], [-0.823, 0.851, 2.448], [-0.830, 0.809, 1.068], [-4.741, 2.365, -0.754], [-4.422, 1.148, 0.548], [-5.491, 0.741, -0.849], [-3.273, -0.146, -1.007], [-3.938, 1.824, -3.083], [-2.956, 0.328, -3.327], [-4.713, 0.200, -2.895], [-1.343, 0.917, -1.661], [-2.170, 2.481, -1.537], [-3.174, 3.207, 0.537], [-3.034, 3.376, 3.009], [-1.530, 1.769, 4.251], [-0.181, 0.175, 3.024]], "lowdin_charge": [-0.531, -0.204, 1.865, -0.338, -0.354, -0.143, -0.130, -0.120, 0.038, 0.027, -0.182, -0.263, -0.254, -0.231, -0.225, -0.014, 0.101, 0.077, 0.092, -0.004, 0.116, 0.092, 0.082, 0.021, 0.022, 0.105, 0.117, 0.103, 0.101, 0.119, 0.101, 0.102, 0.091, -0.076, 0.049, -0.023, 0.010, -0.083, 0.057, -0.009, 0.002, -0.180, 0.013, -0.061, -0.233, -0.063, -0.046, -0.045, -0.133, -0.112, 0.116, 0.111, 0.118, 0.187, 0.122, 0.109, 0.117, 0.097, 0.149, 0.115, 0.117, 0.112, 0.083], "homo_energy_ev": [-7.9, -7.8], "orbital_gap_ev": [2.6518, 2.5537], "charge": 1, "energy_ev": -44753.723, "spin_multiplicity": 1}



[2]
{"formula": "C10H29F3N4O7S", "method": "the ωB97M-V functional and the def2-TZVPD basis", "species": ["O", "H", "H", "H", "C", "F", "F", "F", "S", "O", "O", "O", "C", "O", "N", "N", "H", "H", "H", "H", "C", "C", "C", "O", "C", "N", "H", "H", "H", "H", "H", "H", "H", "H", "H", "H", "H", "C", "C", "C", "O", "C", "N", "H", "H", "H", "H", "H", "H", "H", "H", "H", "H", "H"], "positions_angstrom": [[15.084, -7.946, 13.092], [15.026, -8.789, 12.636], [16.024, -7.815, 13.237], [14.718, -8.018, 13.976], [17.481, -11.609, 14.542], [18.319, -12.282, 13.760], [16.253, -12.109, 14.394], [17.859, -11.797, 15.790], [17.494, -9.734, 14.109], [17.054, -9.608, 12.681], [16.494, -9.150, 15.059], [18.834, -9.254, 14.304], [14.330, -10.857, 10.353], [14.394, -10.162, 11.358], [14.568, -10.538, 9.112], [13.686, -11.977, 10.459], [14.800, -9.578, 8.903], [14.314, -11.180, 8.375], [13.441, -12.249, 11.401], [13.660, -12.599, 9.663], [17.332, -7.512, 10.046], [17.185, -6.224, 10.981], [15.759, -5.622, 10.759], [15.434, -5.469, 9.367], [14.875, -4.204, 8.928], [17.392, -6.491, 12.418], [16.650, -8.338, 10.248], [18.375, -7.809, 10.152], [17.317, -7.215, 8.998], [17.916, -5.456, 10.727], [15.751, -4.637, 11.226], [15.031, -6.300, 11.203], [14.755, -4.187, 7.845], [15.627, -3.434, 9.098], [13.927, -3.900, 9.371], [17.465, -5.660, 12.987], [18.282, -6.967, 12.391], [12.245, -8.312, 16.907], [12.980, -7.802, 15.637], [13.926, -6.622, 16.010], [14.362, -6.000, 14.834], [13.447, -5.034, 14.409], [13.791, -9.012, 15.170], [11.679, -9.237, 16.793], [11.581, -7.538, 17.290], [12.834, -8.470, 17.810], [12.195, -7.597, 14.908], [14.760, -7.019, 16.589], [13.333, -5.956, 16.637], [13.634, -4.526, 13.463], [13.492, -4.227, 15.140], [12.500, -5.565, 14.308], [13.373, -9.924, 15.055], [14.516, -9.187, 15.850]], "lowdin_charge": [0.174, 0.073, 0.056, 0.047, -0.671, 0.134, 0.121, 0.144, 0.557, -0.360, -0.365, -0.308, -0.745, 0.027, 0.183, 0.161, 0.121, 0.114, 0.127, 0.111, -0.027, -0.362, -0.186, -0.209, -0.091, 0.045, 0.057, 0.072, 0.067, 0.127, 0.113, 0.110, 0.080, 0.079, 0.080, 0.090, 0.080, -0.084, -0.331, -0.181, -0.196, -0.093, 0.027, 0.073, 0.067, 0.077, 0.130, 0.140, 0.122, 0.087, 0.094, 0.087, 0.094, 0.060], "homo_energy_ev": -9.0, "orbital_gap_ev": 9.4896, "energy_ev": -50119.178, "spin_multiplicity": 1}



[3]
{"formula": "C39H40I2N3O8RhS2Te", "method": "the ωB97M-V functional and the def2-TZVPD basis", "species": ["Rh", "I", "C", "C", "C", "I", "C", "O", "C", "C", "N", "C", "C", "C", "C", "C", "C", "N", "C", "H", "H", "H", "H", "H", "H", "H", "H", "H", "H", "H", "O", "S", "O", "O", "C", "C", "C", "C", "C", "C", "S", "O", "O", "O", "H", "H", "H", "H", "C", "C", "O", "N", "Te", "C", "C", "C", "C", "C", "C", "C", "C", "C", "C", "C", "C", "C", "C", "C", "C", "C", "C", "H", "H", "H", "H", "H", "H", "H", "H", "H", "H", "H", "H", "H", "H", "H", "H", "H", "H", "H", "H", "H", "H", "H", "H", "H"], "positions_angstrom": [[-0.453, -0.095, 0.742], [2.771, 7.268, 1.322], [2.210, 5.227, 1.379], [2.345, 4.516, 2.557], [2.002, 3.187, 2.559], [2.116, 2.133, 4.354], [1.555, 2.476, 1.408], [1.460, 1.216, 1.401], [1.289, 3.305, 0.266], [0.482, 2.792, -0.893], [0.557, 1.359, -1.116], [-0.121, 0.949, -2.329], [-0.496, -0.511, -2.314], [-1.267, -1.054, -3.331], [-1.610, -2.395, -3.274], [-1.122, -3.166, -2.232], [-0.330, -2.556, -1.280], [-0.042, -1.252, -1.302], [1.647, 4.639, 0.261], [2.694, 4.997, 3.459], [0.772, 3.349, -1.807], [-0.576, 3.017, -0.681], [1.523, 1.047, -1.099], [0.485, 1.153, -3.233], [-1.043, 1.535, -2.404], [-1.608, -0.428, -4.141], [-2.226, -2.830, -4.044], [-1.373, -4.206, -2.120], [0.107, -3.137, -0.475], [1.472, 5.237, -0.622], [-4.310, 1.734, 0.489], [-3.304, 0.700, 0.439], [-3.065, -0.014, 1.663], [-2.039, 1.223, -0.161], [-3.876, -0.423, -0.836], [-4.504, 0.187, -1.911], [-5.043, -0.576, -2.932], [-4.950, -1.960, -2.862], [-4.280, -2.554, -1.805], [-3.726, -1.787, -0.789], [-2.971, -2.687, 0.591], [-3.924, -2.663, 1.667], [-2.761, -4.024, 0.039], [-1.632, -2.107, 0.890], [-4.582, 1.263, -1.890], [-5.551, -0.104, -3.761], [-5.412, -2.569, -3.628], [-4.169, -3.624, -1.729], [-1.934, 0.159, 4.460], [-0.990, 0.831, 3.458], [-0.908, 2.055, 3.404], [-0.270, -0.017, 2.752], [0.926, -2.103, 2.263], [1.765, -3.910, 3.307], [2.916, -4.567, 2.876], [3.637, -4.140, 1.637], [3.403, -5.649, 3.601], [2.769, -6.102, 4.744], [3.311, -7.258, 5.532], [1.603, -5.462, 5.143], [1.094, -4.381, 4.439], [-0.158, -3.710, 4.912], [2.870, -1.173, 2.387], [3.481, -0.938, 3.619], [2.871, -1.418, 4.897], [4.664, -0.208, 3.675], [5.233, 0.341, 2.541], [6.429, 1.242, 2.619], [4.643, 0.061, 1.319], [3.494, -0.708, 1.223], [2.988, -1.055, -0.141], [-2.396, 0.927, 5.074], [-1.379, -0.546, 5.076], [-2.687, -0.364, 3.876], [2.910, -3.897, 0.860], [4.300, -4.927, 1.279], [4.233, -3.249, 1.831], [4.302, -6.143, 3.257], [4.216, -7.652, 5.076], [2.575, -8.058, 5.588], [3.545, -6.949, 6.550], [1.088, -5.811, 6.027], [-0.606, -4.262, 5.734], [-0.880, -3.633, 4.099], [0.069, -2.699, 5.254], [1.796, -1.228, 4.873], [3.300, -0.896, 5.749], [3.032, -2.490, 5.015], [5.115, -0.023, 4.640], [6.799, 1.311, 3.638], [6.161, 2.244, 2.287], [7.230, 0.881, 1.976], [5.086, 0.460, 0.416], [3.361, -0.346, -0.876], [1.899, -1.059, -0.160], [3.345, -2.045, -0.429]], "lowdin_spin": [2.404, 0.002, 0.016, -0.002, 0.015, 0.009, 0.003, 0.141, 0.013, 0.008, 0.059, 0.003, 0.009, 0.000, 0.006, 0.001, 0.015, 0.040, -0.002, 0.000, 0.004, 0.002, 0.001, 0.001, 0.000, 0.000, 0.000, 0.000, 0.008, 0.000, 0.007, 0.004, 0.001, 0.075, 0.000, 0.000, 0.000, 0.000, 0.000, -0.001, 0.005, 0.001, 0.007, 0.055, 0.000, 0.000, 0.000, 0.000, 0.042, 0.116, 0.136, 1.006, 0.480, 0.134, 0.025, 0.013, 0.006, 0.002, 0.001, 0.002, 0.011, 0.018, 0.012, 0.007, 0.007, -0.001, 0.005, 0.001, -0.001, 0.008, 0.014, 0.009, 0.000, 0.000, 0.008, 0.001, 0.000, 0.001, 0.000, 0.000, 0.000, 0.000, 0.001, 0.005, 0.004, 0.004, 0.000, 0.000, 0.000, 0.000, 0.000, 0.000, 0.000, 0.000, 0.009, 0.001], "homo_energy_ev": [-4.7, -4.7], "orbital_gap_ev": [6.6089, 4.6610], "charge": -1, "energy_ev": -110113.445, "spin_multiplicity": 6}



[4]
{"formula": "C4H13NO2", "method": "the ωB97M-V functional and the def2-TZVPD basis", "species": ["C", "N", "C", "C", "C", "O", "H", "H", "H", "H", "H", "H", "H", "H", "H", "H", "H", "O", "H", "H"], "positions_angstrom": [[-0.184, 0.946, 2.209], [0.922, 0.852, 1.257], [1.016, -0.025, 0.128], [0.331, 0.517, -1.149], [0.792, -0.329, -2.341], [-1.058, 0.576, -0.873], [-1.160, 0.917, 1.703], [-0.233, 0.079, 2.851], [-0.168, 1.877, 2.765], [1.075, 1.789, 0.901], [0.510, -1.000, 0.192], [2.072, -0.251, -0.041], [0.687, 1.548, -1.323], [0.349, -0.096, -3.309], [0.461, -1.363, -2.169], [1.878, -0.388, -2.337], [-1.475, 0.858, -1.692], [-1.873, -2.544, 1.178], [-1.387, -1.986, 0.541], [-2.553, -1.976, 1.507]], "lowdin_charge": [-0.122, -0.111, -0.210, -0.448, -0.053, -0.032, 0.060, 0.067, 0.075, 0.098, 0.115, 0.117, 0.136, 0.076, 0.082, 0.079, 0.093, -0.055, 0.017, 0.017], "homo_energy_ev": -8.5, "smiles": "CNC[C@@H](C)O.O", "orbital_gap_ev": 9.1417, "energy_ev": -9943.056, "spin_multiplicity": 1}



Values of ΔE to the lowest compared entry with this formula, charge and spin, in order: 610.2, 200.9, 217.5, 110.1, all in kJ/mol.